{"formula": "C8H10F3NRu", "method": "wB97M-V/def2-TZVPD", "species": ["Ru", "F", "F", "F", "N", "C", "C", "C", "C", "C", "C", "C", "C", "H", "H", "H", "H", "H", "H", "H", "H", "H", "H"], "coordinates": [[0.247272, 0.128110, 0.027196], [2.238571, 1.750411, 1.707339], [1.064377, 0.336770, 3.148163], [0.374595, 2.273703, 1.996665], [1.741568, 0.503877, -0.681041], [-0.227259, -1.993772, -0.931952], [-1.516372, -1.343989, 0.885650], [-1.505858, -1.478099, -0.540914], [1.037966, 1.009469, 1.936447], [-1.175548, 1.526367, -1.291847], [0.078966, 1.999774, -1.626537], [-0.242968, -1.775995, 1.378450], [0.556426, -2.175295, 0.255746], [2.613862, 0.616661, -1.250129], [0.098948, -2.198230, -1.944289], [-1.713981, 1.942261, -0.435869], [-2.340134, -0.975213, 1.482909], [-1.737032, 0.900388, -1.991690], [0.556814, 2.785263, -1.041595], [1.571338, -2.546444, 0.296866], [-2.328155, -1.250257, -1.203392], [0.537181, 1.751966, -2.587428], [0.069424, -1.787725, 2.411251]], "forces_ev_per_angstrom": [[-4.07, -0.94, 2.84], [1.17, -2.98, 0.84], [0.16, 1.73, -1.39], [-2.63, -1.51, 1.29], [6.72, 1.10, -2.97], [-0.47, 0.67, 0.43], [0.77, 0.27, -0.65], [0.32, -0.81, 0.41], [1.05, 2.85, -1.44], [0.77, 0.73, -0.59], [-1.58, 0.09, -0.04], [-0.08, -0.84, -0.76], [-0.75, 0.09, 0.67], [-1.45, -0.21, 0.82], [-0.08, -0.01, 0.16], [0.14, -0.11, -0.28], [0.11, -0.07, -0.06], [0.27, 0.22, 0.35], [-0.11, -0.30, -0.08], [-0.14, 0.06, 0.01], [0.08, -0.02, 0.07], [-0.16, -0.06, 0.45], [-0.03, 0.04, -0.10]], "mulliken_spin": [2.204, -0.002, 0.005, 0.025, 1.245, 0.029, 0.026, 0.142, 0.112, 0.040, 0.031, 0.084, 0.058, -0.033, 0.004, 0.008, 0.006, 0.006, -0.008, -0.004, 0.006, 0.008, 0.005], "energy_ev": -20676.006, "lumo_energy_ha": [0.017, -0.026], "de_lowest_kj_mol": 0.00, "multiplicity": 5}